Formula: C43H56AlN5Se
Source: the OMol25 dataset
Level of theory: ωB97M-V/def2-TZVPD

Geometry (Å):
Al1 0.32222 -0.44280 0.59349
N1 0.66715 0.91182 2.11714
C1 1.15975 0.30423 3.39551
C2 2.65263 0.42219 3.63850
C3 3.52372 -0.51937 2.81607
C4 3.54371 -0.18371 1.33626
N2 2.39297 -0.69041 0.55706
H1 1.30358 1.64513 1.80778
H2 -0.22020 1.38198 2.28931
H3 0.86836 -0.74709 3.39173
H4 0.63068 0.76316 4.22368
H5 2.80488 0.20492 4.69781
H6 2.98681 1.45597 3.49123
H7 3.21265 -1.55760 2.96852
H8 4.55029 -0.44577 3.18082
H9 4.45701 -0.56461 0.87473
H10 3.57547 0.90206 1.22189
H11 2.56049 -1.66162 0.29022
H12 2.42983 -0.23559 -0.36165
C5 -3.02235 2.48385 1.32892
C6 -2.33875 1.94897 0.06923
C7 -3.33246 1.90113 -1.09446
C8 -1.11926 2.76350 -0.32065
C9 -1.22956 4.15100 -0.28163
C10 -0.18282 4.97184 -0.65613
C11 1.00100 4.39346 -1.06941
C12 1.15356 3.01137 -1.12844
C13 2.50760 2.48543 -1.55596
C14 3.59211 2.87218 -0.54417
C15 2.89988 2.99905 -2.94279
C16 0.08196 2.16761 -0.76622
N3 0.19831 0.75149 -0.79689
C17 0.06554 0.00370 -2.08306
C18 -0.65490 -1.24617 -1.71724
C19 -1.65486 -2.05117 -2.08545
C20 -1.39268 -3.34183 -1.47956
C21 -0.22830 -3.29305 -0.80274
N4 0.29967 -1.96054 -0.90394
C22 0.47608 -4.42437 -0.08872
C23 1.52024 -3.91540 0.90539
C24 -0.54942 -5.28217 0.66130
C25 1.19330 -5.28998 -1.13746
H13 -3.79521 1.79500 1.66403
H14 -3.49987 3.44845 1.14856
H15 -2.31102 2.62761 2.14886
H16 -2.02690 0.91916 0.26257
H17 -3.63537 2.91197 -1.37739
H18 -4.22670 1.34058 -0.81516
H19 -2.88563 1.42644 -1.97061
H20 -2.16055 4.59895 0.04026
H21 -0.28836 6.04866 -0.62356
H22 1.83192 5.02773 -1.35399
H23 2.44754 1.39723 -1.60065
H24 3.79385 3.94411 -0.58574
H25 4.52756 2.34951 -0.75610
H26 3.28809 2.64633 0.48106
H27 3.11779 4.06880 -2.90949
H28 2.10102 2.84334 -3.66381
H29 3.79146 2.48518 -3.30729
H30 -0.42387 0.60614 -2.84841
H31 -2.46959 -1.80452 -2.74783
H32 -2.03121 -4.20755 -1.56097
H33 1.08596 -3.22514 1.63617
H34 2.33913 -3.43751 0.36599
H35 1.93734 -4.75964 1.45803
H36 -1.06672 -4.69944 1.42400
H37 -0.04338 -6.12287 1.14137
H38 -1.29608 -5.69181 -0.01990
H39 1.90756 -4.68643 -1.69816
H40 0.47327 -5.71083 -1.84055
H41 1.72059 -6.11298 -0.64793
N5 5.52463 0.96894 -7.67242
C26 4.82935 0.68625 -6.80121
C27 3.95970 0.33703 -5.71320
C28 4.47558 -0.28390 -4.57374
C29 3.63853 -0.60617 -3.52558
C30 2.26892 -0.31744 -3.57605
C31 1.77014 0.29578 -4.72701
C32 2.59861 0.61771 -5.78665
C33 1.37758 -0.71092 -2.47766
C34 1.59778 -1.84683 -1.76395
H42 5.53318 -0.50708 -4.52179
H43 4.02834 -1.10264 -2.64636
H44 0.71254 0.51538 -4.80197
H45 2.19717 1.08991 -6.67353
C35 -6.84662 0.75701 3.69507
C36 -5.51369 0.22117 3.25031
C37 -5.34646 -0.36307 2.00558
C38 -4.12078 -0.86846 1.58018
C39 -4.05335 -1.52730 0.23775
C40 -3.00117 -0.76053 2.42044
Se1 -1.37716 -1.69532 1.89651
C41 -3.15737 -0.18580 3.68990
C42 -2.02650 -0.03113 4.66212
C43 -4.40510 0.29002 4.07928
H46 -7.61668 0.56528 2.94892
H47 -6.79913 1.83500 3.86049
H48 -7.16127 0.29646 4.63285
H49 -6.19991 -0.44910 1.34139
H50 -5.03489 -1.52892 -0.23740
H51 -3.69540 -2.55445 0.32196
H52 -3.34909 -1.01336 -0.41129
H53 -1.44020 0.85612 4.41548
H54 -1.36015 -0.89245 4.64931
H55 -2.40785 0.11438 5.67241
H56 -4.50774 0.72916 5.06654

Calculated values
Gap between HOMO and LUMO = 7.7 eV
Net charge = 0
HOMO level = -0.276 Ha
DFT total energy = -4589.83685 Eh
E_LUMO = 0.17 eV
Energy relative to the best compared isomer or geometry (same formula, charge and spin) = 131.0 kJ/mol

Formula: C43H56BBrInN9O6PS4Se
Source: the OMol25 dataset
Level of theory: ωB97M-V/def2-TZVPD

Geometry (Å):
In1 0.30152 -1.76964 -0.36048
C1 -4.16375 0.56669 -1.77695
C2 -3.10547 1.05951 -0.84305
C3 -3.40072 1.87704 0.19497
C4 -2.36836 2.32824 1.04674
N1 -1.13766 1.92604 0.89960
N2 -0.83360 1.07854 -0.10124
B1 0.62334 0.53053 -0.13465
N3 1.29432 0.95232 -1.48214
N4 1.06268 2.28050 -1.57334
C5 1.45252 2.94068 -2.61881
C6 2.20426 2.29601 -3.63189
C7 2.43366 0.96263 -3.56365
C8 3.18239 0.24416 -4.64129
C9 1.88370 0.22926 -2.45723
S1 1.94101 -1.47089 -2.50267
C10 0.99547 4.39452 -2.68503
C11 1.33204 5.09180 -1.36765
C12 1.64906 5.13890 -3.84816
C13 -0.52787 4.38648 -2.87213
N5 1.55251 0.79181 1.09263
N6 1.56550 2.07831 1.55614
C14 2.21942 2.34228 2.64817
C15 2.81690 1.31003 3.41932
C16 2.90645 0.06262 2.91855
C17 3.58180 -1.04436 3.66535
C18 2.35835 -0.17442 1.61252
S2 2.80737 -1.58397 0.78380
C19 2.41943 3.78716 3.08378
C20 3.92857 4.07518 3.03802
C21 1.70859 4.75244 2.15035
C22 1.91594 3.98571 4.51922
C23 -1.74361 0.66246 -1.02596
S3 -1.30906 -0.34984 -2.31212
C24 -2.61232 3.38069 2.12331
C25 -4.07058 3.39882 2.58647
C26 -1.71466 3.11178 3.32967
C27 -2.27907 4.73987 1.49154
H1 -5.12730 1.00436 -1.52153
H2 -4.23493 -0.52147 -1.71806
H3 -3.91823 0.80557 -2.81145
H4 -4.41918 2.19818 0.35513
H5 2.57399 2.85792 -4.47696
H6 3.58461 0.95547 -5.35950
H7 2.52568 -0.45570 -5.15937
H8 3.99875 -0.34375 -4.22097
H9 2.41123 5.13615 -1.20725
H10 0.88173 4.55731 -0.53265
H11 0.94739 6.11257 -1.38169
H12 2.73807 5.13483 -3.77279
H13 1.32352 6.17929 -3.83602
H14 1.36560 4.72086 -4.81531
H15 -1.01024 3.87128 -2.03991
H16 -0.81194 3.88322 -3.79831
H17 -0.90063 5.41094 -2.91157
H18 3.23362 1.53643 4.39146
H19 3.83972 -0.71459 4.66996
H20 4.48754 -1.36523 3.15046
H21 2.93083 -1.91832 3.72384
H22 4.32849 3.89934 2.03820
H23 4.48623 3.45611 3.74210
H24 4.10829 5.11906 3.29778
H25 2.08071 4.65704 1.13287
H26 1.88158 5.77472 2.48991
H27 0.63816 4.56804 2.13517
H28 2.45877 3.37060 5.23742
H29 0.85559 3.75622 4.60807
H30 2.06178 5.02670 4.81035
H31 -4.39142 2.42180 2.95369
H32 -4.75334 3.71699 1.79834
H33 -4.17411 4.11043 3.40639
H34 -2.04520 2.22072 3.86746
H35 -1.76107 3.95545 4.01992
H36 -0.68109 2.96435 3.02088
H37 -2.96807 4.96157 0.67333
H38 -1.26958 4.74500 1.08533
H39 -2.36705 5.53592 2.23256
C28 3.52337 -4.59970 -3.12686
O1 2.28516 -4.96314 -2.48332
P1 1.88116 -4.53180 -0.96381
O2 1.42313 -5.95414 -0.37260
C29 0.07397 -6.43375 -0.43062
O3 3.28708 -4.36871 -0.24540
C30 4.10408 -5.42171 0.28755
H40 3.67230 -5.32023 -3.92703
H41 4.34925 -4.65577 -2.42209
H42 3.45680 -3.59297 -3.53255
H43 -0.61553 -5.70203 -0.00983
H44 0.04860 -7.34344 0.16330
H45 -0.20134 -6.66508 -1.45855
H46 4.90815 -4.93258 0.82934
H47 4.50910 -6.03222 -0.51947
H48 3.52165 -6.04916 0.95868
O4 -2.00342 -3.76701 -3.67685
C31 -2.47572 -3.58351 -2.47919
N7 -1.72694 -3.53597 -1.42470
S4 -2.68280 -3.29086 -0.08705
O5 -2.54612 -4.40619 0.79768
O6 -2.39720 -1.97347 0.41624
C32 -4.21506 -3.28120 -0.95367
C33 -5.49557 -3.09417 -0.48138
C34 -6.51125 -3.05960 -1.43268
C35 -6.23678 -3.19600 -2.79178
C36 -4.93683 -3.38172 -3.24800
C37 -3.93284 -3.42363 -2.29964
H49 -5.70353 -2.98018 0.57283
H50 -7.53341 -2.91907 -1.10958
H51 -7.04986 -3.15749 -3.50315
H52 -4.71389 -3.48548 -4.30062
Br1 -1.10232 -0.49830 2.97389
C38 -0.72133 -2.35036 3.08268
C39 -1.24072 -3.07759 4.14285
C40 -0.89771 -4.41339 4.23538
C41 -0.04175 -4.95824 3.28899
C42 0.40851 -4.14173 2.27183
N8 0.06305 -2.85537 2.15152
H53 -1.88195 -2.60055 4.86861
H54 -1.28468 -5.01776 5.04504
H55 0.26557 -5.99277 3.33326
H56 1.08521 -4.52400 1.51753
Se1 -0.16077 -4.02027 -3.64912
C43 -0.19109 -4.80539 -5.30876
N9 -0.14430 -5.31753 -6.33786

Calculated values
Gap between HOMO and LUMO = 6.4 eV
Net charge = +1
HOMO level = -0.348 Ha
DFT total energy = -9740.82101 Eh
E_LUMO = -3.04 eV
Energy relative to the best compared isomer or geometry (same formula, charge and spin) = 191.4 kJ/mol

Which of these has the highest net charge?
C43H56BBrInN9O6PS4Se

energy relative to the best compared isomer or geometry (same formula, charge and spin) of number 2 (C43H56BBrInN9O6PS4Se)?
191.4 kJ/mol